No. 1
{"formula": "C3H3I2N", "method": "ωB97M-V/def2-TZVPD", "symbols": ["I", "I", "N", "C", "C", "C", "H", "H", "H"], "coordinates": [[-1.76, -1.69, -0.17], [-2.73, 1.58, -0.42], [-1.57, 0.16, 0.51], [0.40, 0.87, 0.36], [1.68, -1.22, -0.43], [1.10, -0.23, -0.06], [0.30, 0.92, 1.35], [2.17, -2.11, -0.78], [0.41, 1.71, -0.37]], "mulliken_charge": [0.1941, 0.1316, -0.6424, -0.5471, 0.2187, -0.3832, 0.3241, 0.3711, 0.3330], "e_above_lowest_ev": 4.7915, "multiplicity": 1, "gap_ev": [7.17, 7.17], "total_energy_ha": -766.0501, "largest_force_ev_per_a": 4.591, "e_homo_ev": [-8.341, -8.343]}

No. 2
{"formula": "C3H3I2NO", "method": "ωB97M-V/def2-TZVPD", "symbols": ["I", "I", "O", "N", "C", "C", "C", "H", "H", "H"], "coordinates": [[1.41, -2.07, -1.85], [2.39, 1.25, -0.97], [0.13, 0.33, -2.56], [-1.01, -1.56, 0.00], [-0.78, 0.50, 1.50], [-1.00, -0.64, 0.68], [1.02, -0.04, -1.90], [-0.93, 0.08, 2.47], [-1.41, 1.37, 1.26], [0.18, 0.78, 1.37]], "mulliken_charge": [0.1657, 0.1023, -0.3517, -0.4217, -0.7431, 0.4234, 0.0610, 0.2904, 0.2770, 0.1968], "e_above_lowest_ev": 0.5104, "multiplicity": 1, "gap_ev": 9.02, "total_energy_ha": -841.4603, "largest_force_ev_per_a": 3.293, "e_homo_ev": -9.561}

No. 3
{"formula": "C3H3IN2OS", "method": "ωB97M-V/def2-TZVPD", "symbols": ["I", "S", "O", "N", "N", "C", "C", "C", "H", "H", "H"], "coordinates": [[1.28, 2.82, 1.95], [0.09, 1.20, -0.58], [0.45, 0.74, -1.95], [-1.06, -1.04, -1.37], [-0.48, -0.95, 0.94], [-0.72, -0.51, -0.27], [1.29, 1.14, 0.69], [0.28, -0.34, 1.68], [0.68, -0.73, 2.57], [-0.51, -0.40, -2.06], [-1.30, -1.92, -1.62]], "mulliken_charge": [0.0409, 0.3621, -0.6640, -0.2264, -0.4508, 0.4927, -0.3321, -0.1672, 0.3697, 0.3681, 0.2068], "e_above_lowest_ev": 4.9880, "multiplicity": 1, "gap_ev": [6.58, 6.58], "total_energy_ha": -996.5325, "largest_force_ev_per_a": 6.341, "e_homo_ev": [-7.868, -7.867]}

No. 4
{"formula": "C3H3IN2OS", "method": "ωB97M-V/def2-TZVPD", "symbols": ["I", "S", "O", "N", "N", "C", "C", "C", "H", "H", "H"], "coordinates": [[0.81, 0.08, 3.99], [-0.60, 0.54, 2.21], [1.65, -0.30, 0.97], [2.14, -0.58, -0.30], [1.21, -0.38, -1.13], [-1.21, 0.11, -1.32], [0.03, 0.02, -0.57], [0.37, 0.05, 0.82], [-1.93, 0.19, -0.59], [-1.27, -0.69, -1.96], [-1.20, 0.96, -2.12]], "mulliken_charge": [0.0773, -0.2353, -0.1020, -0.2554, -0.2161, -1.0495, 0.2163, 0.6554, 0.3392, 0.3279, 0.2422], "e_above_lowest_ev": 1.2417, "multiplicity": 1, "smiles": "Cc1nnoc1SI", "gap_ev": 7.82, "total_energy_ha": -996.6702, "largest_force_ev_per_a": 4.408, "e_homo_ev": -8.746}

No. 5
{"formula": "C3H3IN2S", "method": "ωB97M-V/def2-TZVPD", "symbols": ["I", "S", "N", "N", "C", "C", "C", "H", "H", "H"], "coordinates": [[4.07, -0.08, 0.13], [0.01, 2.15, 0.00], [-1.20, 1.15, -0.39], [2.48, 1.29, 0.12], [-0.68, -0.10, -0.45], [1.36, 0.81, -0.04], [0.69, -0.39, -0.35], [-1.45, -0.75, -0.49], [0.11, 1.78, 1.28], [1.26, -1.27, -0.31]], "mulliken_charge": [0.0362, 0.1264, -0.5264, -0.7482, -0.4582, 0.8928, -0.3844, 0.4943, 0.2269, 0.3406], "e_above_lowest_ev": 2.9628, "multiplicity": 1, "gap_ev": 7.83, "total_energy_ha": -921.3815, "largest_force_ev_per_a": 3.521, "e_homo_ev": -8.324}

No. 6
{"formula": "C3H3IS", "method": "ωB97M-V/def2-TZVPD", "symbols": ["I", "S", "C", "C", "C", "H", "H", "H"], "coordinates": [[3.50, -0.13, -0.02], [0.50, 2.23, 0.27], [1.49, -0.05, -0.58], [0.53, -0.81, 0.13], [-0.36, -1.30, 0.83], [-1.09, -1.97, 1.23], [1.56, 3.07, -0.02], [1.43, -0.17, -1.62]], "mulliken_charge": [0.1750, -0.1905, -0.8070, -0.1573, 0.0515, 0.4027, 0.1382, 0.3875], "e_above_lowest_ev": 2.0162, "multiplicity": 1, "gap_ev": [7.55, 7.15], "total_energy_ha": -811.8269, "largest_force_ev_per_a": 2.369, "e_homo_ev": [-9.261, -8.901]}

No. 7
{"formula": "C3H3IS", "method": "ωB97M-V/def2-TZVPD", "symbols": ["I", "S", "C", "C", "C", "H", "H", "H"], "coordinates": [[-1.42, -2.90, -0.37], [1.82, 1.02, 1.55], [0.15, 1.09, 0.84], [0.04, -0.83, -2.31], [-0.28, -1.75, -1.63], [0.22, 1.73, -0.09], [-0.06, 0.12, 0.40], [-0.47, 1.53, 1.60]], "mulliken_charge": [0.1966, 0.1376, -0.3284, -0.0978, -0.4597, 0.3037, -0.0730, 0.3209], "e_above_lowest_ev": 6.6879, "multiplicity": 1, "gap_ev": [3.21, 3.09], "total_energy_ha": -811.6552, "largest_force_ev_per_a": 6.990, "e_homo_ev": [-8.186, -8.085]}

No. 8
{"formula": "C3H3InO2", "method": "ωB97M-V/def2-TZVPD", "symbols": ["In", "O", "O", "C", "C", "C", "H", "H", "H"], "coordinates": [[1.68, -0.53, 3.17], [0.49, 0.51, 0.35], [1.75, -0.98, 1.27], [-0.76, 0.47, -0.21], [-0.95, 0.45, -1.54], [1.28, -0.63, 0.17], [-1.54, 0.94, 0.41], [-0.15, 0.12, -2.21], [-1.80, -0.36, -1.41]], "mulliken_charge": [0.4739, -0.0944, -0.3398, -0.0017, -0.6060, -0.2385, 0.3210, 0.2825, 0.2031], "e_above_lowest_ev": 1.4670, "multiplicity": 1, "gap_ev": 7.41, "total_energy_ha": -456.5539, "largest_force_ev_per_a": 4.412, "e_homo_ev": -8.015}